one.
Below is an isolated molecule of C5H8N2, with properties calculated with ωB97M-V/def2-TZVPD.

ORCA input file:
```
! RIJCOSX wB97M-V def2-TZVPD def2/J DEFGRID3
* xyz 0 1
C -0.78 -1.62 1.15
C -0.07 -0.54 0.40
C 0.34 0.71 0.84
C 0.44 1.98 0.07
N -0.47 2.02 -0.90
C 1.76 0.01 -0.79
N 0.65 -0.77 -0.76
H -0.09 -2.27 1.70
H -1.50 -1.19 1.86
H -1.35 -2.27 0.47
H 0.48 0.87 1.91
H -1.12 1.26 -1.11
H -0.55 2.84 -1.48
H 1.95 0.32 -1.83
H 0.31 -1.33 -1.53
*
```

For the frontier orbital gap, the calculation gives 8.41 eV. The calculation puts the LUMO energy at 0.73 eV. Its HOMO energy is -7.681 eV.


two.
Below is an isolated molecule of C5H8N2, with properties calculated with ωB97M-V/def2-TZVPD.

ORCA input file:
```
! RIJCOSX wB97M-V def2-TZVPD def2/J DEFGRID3
* xyz 0 1
C -0.67 2.00 0.95
N -0.49 0.79 0.17
C 0.11 0.82 -1.06
C 0.62 -0.42 -1.34
C 0.35 -1.25 -0.21
N 0.83 -2.56 -0.09
C -0.35 -0.48 0.69
H -0.52 2.86 0.29
H -1.67 2.08 1.39
H 0.08 2.05 1.75
H 0.13 1.74 -1.63
H 1.15 -0.71 -2.24
H 0.79 -3.08 -0.96
H 0.41 -3.10 0.66
H -0.78 -0.74 1.65
*
```

For the frontier orbital gap, the calculation gives 8.58 eV. Its structure (SMILES) is Cn1ccc(N)c1. The calculation puts the LUMO energy at 1.09 eV. Its HOMO energy is -7.484 eV.


three.
Below is an isolated molecule of C5H8N2, with properties calculated with ωB97M-V/def2-TZVPD.

ORCA input file:
```
! RIJCOSX wB97M-V def2-TZVPD def2/J DEFGRID3
* xyz 0 1
C -2.20 -0.71 0.18
C -0.99 0.12 0.05
C -0.69 1.48 -0.20
C 0.69 1.54 -0.28
N 1.14 0.23 -0.12
C 2.23 -0.77 0.06
N 0.11 -0.58 0.08
H -2.51 -1.02 -0.82
H -2.99 -0.17 0.70
H -1.92 -1.61 0.75
H -1.45 2.25 -0.30
H 1.28 2.44 -0.45
H 3.20 -0.43 -0.24
H 1.91 -1.65 -0.52
H 2.18 -1.12 1.11
*
```

For the frontier orbital gap, the calculation gives 9.99 eV. Its structure (SMILES) is Cc1ccn(C)n1. The calculation puts the LUMO energy at 1.05 eV. Its HOMO energy is -8.937 eV.


It is one that is the least stable of them.


one.
Below is an isolated molecule of C5H8N2, with properties calculated with ωB97M-V/def2-TZVPD.

ORCA input file:
```
! RIJCOSX wB97M-V def2-TZVPD def2/J DEFGRID3
* xyz 0 1
C -1.35 -0.66 0.57
C -0.53 0.17 -0.43
C 0.12 1.42 0.31
N 1.60 1.31 0.31
C 1.91 0.12 0.27
C 1.55 -1.04 -0.26
N 0.43 -0.72 -1.12
H -1.75 -1.55 0.08
H -0.73 -0.97 1.41
H -2.18 -0.07 0.96
H -1.20 0.56 -1.20
H -0.29 1.50 1.32
H -0.10 2.35 -0.21
H 1.81 -2.06 0.01
H 0.70 -0.34 -2.02
*
```

For the frontier orbital gap, the calculation gives 8.85 eV. Its structure (SMILES) is C[C@H]1CN=C=CN1. The calculation puts the LUMO energy at 0.37 eV. Its HOMO energy is -8.480 eV.


two.
Below is a cluster of 2 separate species, C5H8N2 in total, with properties calculated with ωB97M-V/def2-TZVPD.

ORCA input file:
```
! RIJCOSX wB97M-V def2-TZVPD def2/J DEFGRID3
* xyz 0 1
C -0.17 -1.79 0.99
C 1.07 0.89 1.87
C 0.04 1.05 1.14
C 1.00 -1.24 -1.18
C -0.20 -1.23 -0.27
N 0.07 -2.19 2.03
N -1.45 -0.90 -0.74
H 1.53 1.75 2.44
H 1.49 -0.14 2.10
H -0.73 1.68 0.70
H 1.39 -2.27 -1.29
H 0.53 -1.16 -2.15
H 1.78 -0.61 -0.85
H -2.09 -0.95 -0.04
H -1.46 -0.10 -1.36
*
```

For the frontier orbital gap (alpha / beta), the calculation gives 8.30 / 7.67 eV. The calculation puts the LUMO energy (alpha / beta) at 0.26 / 0.43 eV. Its HOMO energy (alpha / beta) is -8.045 / -7.242 eV.


three.
Below is an isolated molecule of C5H8N2, with properties calculated with ωB97M-V/def2-TZVPD.

ORCA input file:
```
! RIJCOSX wB97M-V def2-TZVPD def2/J DEFGRID3
* xyz 0 1
C 1.18 1.32 -0.39
C 0.02 0.82 -0.01
C -1.28 1.08 -0.70
C -0.02 -0.18 1.14
N -0.09 -1.58 0.67
C 0.92 -2.03 -0.10
N 1.83 -2.38 -0.73
H 2.10 1.11 0.14
H 1.27 1.93 -1.30
H -1.92 1.73 -0.08
H -1.13 1.58 -1.66
H -1.85 0.15 -0.88
H -0.89 -0.03 1.79
H 0.87 -0.09 1.77
H -1.00 -1.89 0.36
*
```

For the frontier orbital gap, the calculation gives 10.45 eV. Its structure (SMILES) is C=C(C)CNC#N. The calculation puts the LUMO energy at 0.67 eV. Its HOMO energy is -9.775 eV.


It is two that is the least stable of them.


one.
Below is a structure of composition C2AuF3NO5S, with properties calculated with ωB97M-V/def2-TZVPD.

ORCA input file:
```
! RIJCOSX wB97M-V def2-TZVPD def2/J DEFGRID3
* xyz 0 4
Au 0.61 -2.25 0.59
N -0.51 -0.57 -1.40
S -1.37 -0.34 -0.09
O -2.78 -0.13 -0.41
O -1.02 -1.31 1.00
C -0.93 1.28 0.77
F -0.92 2.26 -0.12
F 0.27 1.19 1.33
F -1.82 1.57 1.72
O 0.69 -1.24 -1.06
O 2.79 -0.86 0.11
C 2.41 -0.27 -0.88
O 2.57 0.67 -1.57
*
```

For the frontier orbital gap (alpha / beta), the calculation gives 7.92 / 7.50 eV. The calculation puts the LUMO energy (alpha / beta) at 0.00 / -4.17 eV. Its HOMO energy (alpha / beta) is -7.912 / -11.666 eV.


two.
Below is a structure of composition C2AuF3NO5S, with properties calculated with ωB97M-V/def2-TZVPD.

ORCA input file:
```
! RIJCOSX wB97M-V def2-TZVPD def2/J DEFGRID3
* xyz 0 4
Au -0.82 2.13 0.78
N 0.07 0.90 -1.42
S 1.27 0.85 -0.42
O 2.57 1.00 -1.09
O 1.02 1.70 0.81
C 1.47 -0.83 0.41
F 1.59 -1.77 -0.52
F 0.41 -1.11 1.16
F 2.55 -0.87 1.19
O -1.14 1.15 -0.74
O -3.15 -0.31 0.83
C -2.96 -1.00 -0.09
O -2.88 -1.84 -0.89
*
```

For the frontier orbital gap (alpha / beta), the calculation gives 8.28 / 8.20 eV. The calculation puts the LUMO energy (alpha / beta) at 0.38 / -3.65 eV. Its HOMO energy (alpha / beta) is -7.894 / -11.857 eV.


It is one that is the least stable of them.


one.
Below is an isolated molecule of C2H3IO, with properties calculated with ωB97M-V/def2-TZVPD.

ORCA input file:
```
! RIJCOSX wB97M-V def2-TZVPD def2/J DEFGRID3
* xyz 0 1
I -2.04 1.90 -1.08
C -1.02 0.50 0.17
C 0.40 0.26 -0.04
O -0.10 0.98 1.06
H -1.69 -0.28 0.52
H 0.83 -0.70 0.20
H 0.93 0.85 -0.78
*
```

For the frontier orbital gap, the calculation gives 10.08 eV. Its structure (SMILES) is I[C@H]1CO1. The calculation puts the LUMO energy at 0.48 eV. Its HOMO energy is -9.600 eV.


two.
Below is a cluster of 2 separate species, C2H3IO in total, with properties calculated with ωB97M-V/def2-TZVPD.

ORCA input file:
```
! RIJCOSX wB97M-V def2-TZVPD def2/J DEFGRID3
* xyz 0 1
C 0.07 -0.13 -0.42
C 0.74 0.67 0.57
O 1.31 -0.45 0.31
I 2.02 2.64 -1.39
H -0.72 -0.84 -0.14
H 0.35 -0.26 -1.47
H 0.54 1.26 1.36
*
```

For the frontier orbital gap (alpha / beta), the calculation gives 7.11 / 6.77 eV. The calculation puts the LUMO energy (alpha / beta) at -1.44 / -1.73 eV. Its HOMO energy (alpha / beta) is -8.547 / -8.504 eV.


It is two that is the least stable of them.


one.
Below is a cluster of 2 separate species, C4H13N2S in total, with properties calculated with ωB97M-V/def2-TZVPD.

ORCA input file:
```
! RIJCOSX wB97M-V def2-TZVPD def2/J DEFGRID3
* xyz 1 1
N 1.13 -1.59 -0.31
C 0.46 -0.25 -0.65
C -1.05 -0.66 -0.50
C -2.04 0.50 -0.57
S -3.47 0.34 0.64
C 0.83 0.79 0.37
N 2.26 0.75 0.70
H 1.97 -1.19 0.21
H 0.55 -1.98 0.43
H 1.19 -2.24 -1.09
H 0.72 -0.01 -1.68
H -1.35 -1.48 -1.16
H -1.20 -1.03 0.53
H -1.51 1.42 -0.30
H -2.44 0.69 -1.58
H -2.16 1.11 1.68
H 0.32 0.74 1.33
H 0.65 1.80 -0.02
H 2.40 0.78 1.71
H 2.74 1.52 0.27
*
```

For the frontier orbital gap, the calculation gives 8.81 eV. The calculation puts the LUMO energy at -3.71 eV. Its HOMO energy is -12.512 eV.


two.
Below is the ion C4H13N2S with charge +1, with properties calculated with ωB97M-V/def2-TZVPD.

ORCA input file:
```
! RIJCOSX wB97M-V def2-TZVPD def2/J DEFGRID3
* xyz 1 1
C 2.18 -1.43 -0.53
N 0.77 -1.53 -0.68
C 0.04 -0.98 0.51
C -0.28 0.52 0.28
N -0.70 1.26 1.45
C -1.24 0.69 -1.03
S -1.50 2.45 -1.19
H 2.64 -1.27 -1.44
H 2.28 -0.58 0.08
H 2.64 -2.30 0.04
H 0.55 -2.56 -0.85
H -0.82 -1.60 0.50
H 0.61 -1.04 1.46
H 0.60 1.03 -0.26
H -1.25 2.10 1.00
H -1.36 0.71 2.06
H 0.15 1.48 1.96
H -2.19 0.22 -0.98
H -0.54 0.33 -1.86
H -2.60 2.51 -0.51
*
```

For the frontier orbital gap, the calculation gives 9.25 eV. Its structure (SMILES) is CNC[C@H]([NH3+])CS. The calculation puts the LUMO energy at -3.55 eV. Its HOMO energy is -12.802 eV.


three.
Below is a cluster of 2 separate species, C4H13N2S in total, with properties calculated with ωB97M-V/def2-TZVPD.

ORCA input file:
```
! RIJCOSX wB97M-V def2-TZVPD def2/J DEFGRID3
* xyz 1 1
C 1.43 -2.10 -1.30
C 1.36 -1.92 0.25
S 2.06 -0.23 0.65
H 2.47 -1.85 -1.64
H 0.92 -1.29 -1.88
H 1.15 -3.08 -1.60
H 0.32 -1.99 0.59
H 1.98 -2.68 0.81
H 1.93 -0.32 2.00
C -1.57 0.77 1.73
N -0.90 1.04 0.43
C -1.43 1.83 -0.47
N -0.81 2.24 -1.59
H -1.06 1.32 2.51
H -1.55 -0.30 1.89
H -2.56 1.15 1.74
H 0.05 0.59 0.34
H -2.39 2.33 -0.23
H -0.03 1.72 -1.99
H -1.37 2.76 -2.25
*
```

For the frontier orbital gap, the calculation gives 9.87 eV. The calculation puts the LUMO energy at -3.27 eV. Its HOMO energy is -13.138 eV.


It is one that is the least stable of them.


one.
Below is a cluster of 3 separate species, C6H10O3 in total, with properties calculated with ωB97M-V/def2-TZVPD.

ORCA input file:
```
! RIJCOSX wB97M-V def2-TZVPD def2/J DEFGRID3
* xyz 0 1
C -0.46 -0.18 0.49
C -0.61 1.60 -1.91
C -1.21 -1.47 0.56
C 0.81 -0.12 0.00
C 1.25 -0.54 1.98
C 1.93 -0.21 -0.67
O -0.66 0.27 -1.53
O -0.94 0.92 1.13
O 1.59 -1.60 2.37
H -1.86 0.77 1.36
H 1.38 0.41 2.56
H -0.85 2.30 -1.08
H 0.39 1.90 -2.29
H -1.33 1.80 -2.72
H -1.89 -1.49 1.41
H -0.53 -2.32 0.65
H -1.78 -1.57 -0.37
H 2.88 -0.39 -0.19
H 1.91 -0.08 -1.75
*
```

For the frontier orbital gap (alpha / beta), the calculation gives 7.54 / 7.54 eV. The calculation puts the LUMO energy (alpha / beta) at 0.32 / 0.32 eV. Its HOMO energy (alpha / beta) is -7.217 / -7.218 eV.


two.
Below is a structure of composition C6H10O3, with properties calculated with ωB97M-V/def2-TZVPD.

ORCA input file:
```
! RIJCOSX wB97M-V def2-TZVPD def2/J DEFGRID3
* xyz 0 1
C 1.78 -0.70 0.04
C 0.02 1.90 -0.13
C -0.41 0.51 0.10
C -0.17 -0.69 0.36
C -2.32 0.28 0.45
C -3.13 -0.36 -0.39
O 2.08 -2.07 -0.11
O 2.47 -0.24 1.15
O 2.19 0.00 -1.07
H 3.16 0.07 -1.01
H 1.54 -2.39 -0.84
H 2.58 -1.00 1.75
H -0.48 -1.71 0.51
H -2.72 0.94 1.22
H 1.05 2.03 0.20
H -0.61 2.59 0.43
H -0.05 2.14 -1.19
H -2.75 -1.02 -1.16
H -4.22 -0.28 -0.32
*
```

For the frontier orbital gap, the calculation gives 8.50 eV. The calculation puts the LUMO energy at 0.72 eV. Its HOMO energy is -7.777 eV.


It is one that is the least stable of them.


one.
Below is a cluster of 21 separate species, H43O21 in total, with properties calculated with ωB97M-V/def2-TZVPD.

ORCA input file:
```
! RIJCOSX wB97M-V def2-TZVPD def2/J DEFGRID3
* xyz 1 1
O 1.49 -0.01 -1.07
H 1.46 -3.49 2.73
H 2.10 0.48 -1.62
O -1.75 1.81 3.96
H -1.55 2.67 4.34
H 0.78 0.55 -0.72
O 4.37 1.23 -1.57
H 4.97 1.09 -0.82
H -3.80 3.15 -2.35
O 2.02 -3.45 -0.60
H -4.20 1.90 -1.76
H 1.17 0.30 1.54
O -0.48 1.16 1.42
H -0.47 0.37 4.88
H -0.58 2.13 1.59
O -3.38 2.42 -1.86
H 2.60 -4.21 -0.54
H -0.43 4.32 0.89
O 2.46 1.97 3.97
H -0.92 0.83 2.22
H 2.78 2.62 3.33
O 2.57 0.05 -3.95
H 1.83 0.16 -3.33
H 3.10 -0.45 -3.31
O -1.67 -3.06 0.94
H -2.44 -2.52 1.16
H -1.62 -3.42 0.05
O -0.28 -0.51 4.55
H 1.32 -2.91 4.13
H -0.86 -1.27 4.65
O 0.72 -2.33 1.03
H -0.29 -2.75 1.08
H 0.44 -1.79 0.25
O 0.66 -3.75 -3.60
H 0.16 -2.99 -3.25
H 0.38 -3.53 -4.51
O -4.10 -0.16 1.40
H 0.53 -1.67 1.77
H -4.89 -0.49 1.86
O -0.60 4.30 1.84
H -1.55 4.41 1.89
H -1.22 0.99 -2.13
O -1.06 3.71 -0.68
H -0.61 4.15 -1.42
H -2.49 1.97 3.35
O -4.15 -1.73 -3.26
H 2.51 -2.83 -1.19
O 2.68 -2.22 -2.88
H 1.76 -2.53 -2.76
H 3.05 -2.47 -3.73
O -1.50 0.55 -1.30
H -1.80 1.31 -0.81
H -4.39 -0.10 0.49
O 1.92 -0.03 2.07
H 3.15 1.52 4.46
H 2.21 0.78 2.54
O 0.23 1.72 -2.98
H -0.33 2.27 -3.56
H 0.91 2.42 -2.95
O 0.83 -3.06 3.32
H 4.99 0.95 -2.27
H -1.38 2.90 -1.09
H -3.62 -0.95 -3.06
H -3.77 -2.45 -2.75
*
```

For the frontier orbital gap, the calculation gives 9.67 eV. The calculation puts the LUMO energy at -2.85 eV. Its HOMO energy is -12.524 eV.


two.
Below is a cluster of 21 separate species, H43O21 in total, with properties calculated with ωB97M-V/def2-TZVPD.

ORCA input file:
```
! RIJCOSX wB97M-V def2-TZVPD def2/J DEFGRID3
* xyz 1 1
O 4.08 0.47 2.24
H 4.91 0.90 2.48
H 4.34 -0.36 1.83
O -0.43 2.37 -0.27
H -0.21 1.50 0.07
H -0.12 2.56 -1.16
O -2.29 -4.11 0.75
H -2.14 -4.51 -0.12
H -2.80 -4.82 1.15
O -3.51 -1.34 0.65
H 5.01 -1.24 -0.72
H -4.89 -0.04 -2.11
O -1.98 0.84 -2.71
H -1.22 0.28 -2.47
H -1.61 1.12 -3.55
O 4.84 -0.31 -0.96
H -4.36 -1.61 0.30
H 4.35 -0.47 -1.78
O 2.34 -2.20 -2.20
H 2.63 -1.93 -1.34
H 2.98 -2.50 -2.84
O 2.44 0.62 -0.13
H 3.19 0.00 -0.21
H 2.71 1.21 0.59
O 0.40 1.58 -4.65
H 0.59 2.52 -4.59
H 0.43 1.39 -5.59
O 1.56 -0.85 2.15
H 1.00 -0.37 1.53
H 1.29 -1.77 2.12
O 3.11 3.08 -1.30
H 3.45 2.45 -0.66
H 3.81 3.71 -1.48
O -0.71 -1.22 -1.17
H -1.44 -1.68 -0.76
H -0.49 -1.81 -1.90
O -2.89 0.21 2.37
H -2.38 -0.43 2.90
H -3.51 0.46 3.08
O -2.60 3.16 1.26
H -1.77 2.90 0.79
H -2.73 4.06 0.93
O -2.64 1.02 -0.18
H -3.10 0.21 0.30
H -3.21 1.74 0.24
O 1.61 -4.47 0.49
H -2.88 -2.03 0.42
O -0.94 -0.21 4.33
H -0.87 -0.36 3.39
H -0.29 -0.79 4.72
O 0.87 4.56 1.17
H 0.79 3.60 1.25
H 1.41 4.57 0.37
O -4.63 0.83 -1.80
H -3.26 0.88 -1.00
H -4.58 1.37 -2.60
O -0.13 -3.60 -1.98
H 0.79 -3.44 -1.77
H -0.36 -4.53 -2.00
O 0.76 2.04 3.77
H 0.18 2.46 3.14
H 1.08 1.18 3.49
H 1.89 -5.15 1.09
H 2.16 -3.69 0.63
*
```

For the frontier orbital gap, the calculation gives 9.69 eV. The calculation puts the LUMO energy at -2.72 eV. Its HOMO energy is -12.407 eV.


It is one that is the least stable of them.


one.
Below is a cluster of 2 separate species, C3H10NO2 in total, with properties calculated with ωB97M-V/def2-TZVPD.

ORCA input file:
```
! RIJCOSX wB97M-V def2-TZVPD def2/J DEFGRID3
* xyz -1 1
C -0.01 2.01 -0.57
N 0.59 1.36 0.60
C 0.72 -0.15 0.34
O -0.36 -0.86 0.59
C -1.25 1.32 -1.08
H -0.32 3.02 -0.19
H 0.74 2.19 -1.31
H -0.11 1.38 1.34
H 1.63 -0.44 0.88
H 1.08 -0.27 -0.73
H -2.11 1.22 -0.45
H -1.03 0.35 -1.57
H -1.62 1.86 -1.96
H 0.22 -3.75 0.95
H 0.16 -2.18 0.49
O 0.42 -3.14 0.19
*
```

For the frontier orbital gap, the calculation gives 7.50 eV. The calculation puts the LUMO energy at 4.26 eV. Its HOMO energy is -3.241 eV.


two.
Below is a cluster of 2 separate species, C3H10NO2 in total, with properties calculated with ωB97M-V/def2-TZVPD.

ORCA input file:
```
! RIJCOSX wB97M-V def2-TZVPD def2/J DEFGRID3
* xyz -1 1
C -0.30 0.46 0.76
O -0.42 0.64 -0.56
C 0.57 -0.77 1.16
C 2.03 -0.71 0.40
N -0.14 -2.03 0.86
H 0.37 1.24 1.32
H -1.15 0.35 1.38
H 0.86 -0.76 2.19
H 2.11 -1.08 -0.58
H 2.83 -1.28 1.06
H 2.34 0.28 0.46
H -0.09 -2.31 -0.12
H -1.09 -1.64 0.83
H -1.07 1.55 -1.46
H -1.17 2.08 -3.03
O -1.68 2.10 -2.19
*
```

For the frontier orbital gap, the calculation gives 7.86 eV. The calculation puts the LUMO energy at 4.27 eV. Its HOMO energy is -3.586 eV.


three.
Below is a cluster of 2 separate species, C3H10NO2 in total, with properties calculated with ωB97M-V/def2-TZVPD.

ORCA input file:
```
! RIJCOSX wB97M-V def2-TZVPD def2/J DEFGRID3
* xyz -1 1
C -0.03 1.52 0.65
N 0.04 0.51 -0.34
C 0.08 -0.89 0.18
C -1.23 -1.25 0.85
O -2.30 -0.95 0.06
H -0.29 2.43 0.08
H -0.64 1.25 1.47
H 0.97 1.59 1.11
H -0.85 0.57 -0.77
H 0.22 -1.62 -0.73
H 0.79 -0.83 0.99
H -1.07 -2.39 1.12
H -1.44 -0.67 1.83
H 1.94 0.80 -0.91
H 2.95 0.19 -2.07
O 2.83 0.80 -1.28
*
```

For the frontier orbital gap, the calculation gives 6.51 eV. The calculation puts the LUMO energy at 3.94 eV. Its HOMO energy is -2.569 eV.


It is three that is the least stable of them.